(w)
Density functional theory data (wB97M-V/def2-TZVPD) for a single C19H23N3O3S molecule.

Last column: natural (NBO) charge in e.
CARTESIAN COORDINATES (ANGSTROEM)
C -5.79944 -2.05180 0.41036  -0.63
C -4.72213 -1.01986 0.53494  -0.05
C -3.67382 -1.20380 1.42559  -0.18
C -2.66715 -0.26600 1.56301  -0.24
C -2.69104 0.88128 0.78119  0.13
C -3.74623 1.08227 -0.10011  -0.24
C -4.76181 0.14824 -0.23371  0.08
C -5.88486 0.39210 -1.19347  -0.65
H -5.92892 -0.39965 -1.94042  0.22
H -6.83969 0.40386 -0.66923  0.22
H -5.75832 1.34309 -1.70386  0.22
H -3.76937 1.98679 -0.69175  0.21
N -1.68955 1.87113 0.89555  -0.63
C -0.35166 1.76730 0.70269  0.70
O 0.37070 2.73008 0.86276  -0.62
C 0.16258 0.43246 0.18538  -0.33
C 1.61768 0.23958 0.61401  -0.23
N 2.14732 -0.96301 0.02058  -0.67
S 3.50993 -1.57428 0.74788  2.34
O 3.86465 -2.77637 0.05601  -0.93
O 3.25975 -1.62603 2.15683  -0.94
C 4.76191 -0.32990 0.43376  -0.40
C 4.93153 0.71804 1.32089  -0.14
C 5.84548 1.70847 0.99547  -0.26
C 6.52986 1.59592 -0.20769  0.05
N 6.36736 0.59022 -1.05184  -0.41
C 5.50126 -0.35644 -0.73666  0.06
H 5.39439 -1.17780 -1.43114  0.22
H 7.24759 2.34498 -0.51459  0.20
H 6.01832 2.54514 1.65356  0.23
H 4.36573 0.73214 2.23957  0.24
C 2.14087 -0.95633 -1.42256  -0.24
C 0.70146 -0.82290 -1.91319  -0.40
C 0.07776 0.45021 -1.34810  -0.39
H -0.96655 0.52863 -1.65818  0.22
H 0.61473 1.32419 -1.72495  0.21
H 0.68852 -0.79950 -3.00349  0.22
H 0.13082 -1.68898 -1.57577  0.21
H 2.58378 -1.89911 -1.74458  0.24
H 2.74476 -0.12135 -1.81440  0.18
H 1.68707 0.12001 1.69588  0.24
H 2.19433 1.12885 0.31623  0.20
H -0.43592 -0.39792 0.55825  0.23
H -2.01176 2.81630 1.06593  0.41
H -1.87846 -0.41413 2.28482  0.22
H -3.64781 -2.09556 2.03461  0.21
H -5.61032 -2.88837 1.07751  0.22
H -5.85461 -2.42794 -0.61066  0.22
H -6.77074 -1.62426 0.65710  0.22

Calculated values
- LUMO (eV) = 0.612
- molecular weight (g/mol) = 373.5
- SMILES = Cc1ccc(NC(=O)[C@H]2CCCN(S(=O)(=O)c3cccnc3)C2)cc1C

***

(x)
Density functional theory data (wB97M-V/def2-TZVPD) for a single C19H23N3O3S molecule.

Last column: natural (NBO) charge in e.
CARTESIAN COORDINATES (ANGSTROEM)
C 9.47834 -1.79087 0.34577  -0.62
C 7.97621 -1.78129 0.11204  -0.06
H 7.74312 -2.18948 -0.88086  0.17
O 7.53771 -0.43728 0.19785  -0.49
C 6.23001 -0.15072 0.02966  0.34
C 5.88100 1.20118 0.13184  -0.27
C 4.57514 1.59292 -0.02171  -0.12
C 3.56224 0.66251 -0.28826  -0.22
C 3.91811 -0.68094 -0.38961  -0.17
C 5.22935 -1.08616 -0.23108  -0.27
H 5.46370 -2.13599 -0.31340  0.21
H 3.17503 -1.43806 -0.58524  0.21
C 2.18611 1.18069 -0.43574  0.60
O 1.93380 2.35353 -0.25094  -0.56
C 1.08378 0.18073 -0.77378  -0.31
C 0.67157 -0.51734 0.54001  -0.41
C -0.39675 0.30774 1.24235  -0.21
N -1.64719 0.26840 0.48930  -0.47
C -2.54924 1.33261 0.88333  -0.31
C -3.98323 0.99180 0.51763  0.68
O -4.85454 1.80922 0.31511  -0.59
N -4.21161 -0.34914 0.46644  -0.63
C -5.43392 -0.88125 0.15941  0.22
N -5.66457 -2.14777 0.08061  -0.48
C -6.96286 -2.38024 -0.23746  -0.05
C -7.72912 -1.27492 -0.40361  -0.48
S -6.79921 0.16105 -0.15362  0.44
H -8.76796 -1.21769 -0.65458  0.24
H -7.28942 -3.39945 -0.33452  0.21
H -3.42516 -0.97034 0.61919  0.45
H -2.29831 2.31393 0.45232  0.21
H -2.51619 1.43499 1.97330  0.23
C -1.42830 0.21315 -0.95738  -0.22
C -0.13070 0.89302 -1.38504  -0.43
H -0.13683 1.93216 -1.04784  0.23
H -0.05701 0.89864 -2.47299  0.22
H -1.40461 -0.84020 -1.26104  0.19
H -2.27792 0.68076 -1.45931  0.21
H -0.59771 -0.10096 2.23883  0.20
H -0.02302 1.33548 1.36602  0.18
H 1.53488 -0.62682 1.19858  0.23
H 0.27693 -1.51279 0.33104  0.21
H 1.47020 -0.55975 -1.47645  0.22
H 4.30018 2.63375 0.05916  0.24
H 6.66215 1.91664 0.33403  0.23
H 7.46936 -2.39090 0.87253  0.17
H 9.97451 -1.18242 -0.40516  0.22
H 9.70374 -1.38187 1.32671  0.22
H 9.85470 -2.80802 0.28749  0.22

Calculated values
- LUMO (eV) = 0.331
- molecular weight (g/mol) = 373.5
- SMILES = CCOc1ccc(C(=O)C2CCN(CC(=O)Nc3nccs3)CC2)cc1

***

Winner for stability: (w)

***

(w)
Density functional theory data (wB97M-V/def2-TZVPD) for a molecular structure, C20H30B2BrClF4N6O6Sn.

Last column: Mulliken charge in e.
CARTESIAN COORDINATES (ANGSTROEM)
Sn 0.42092 -0.59760 -0.30680  0.77
C -2.35707 3.06528 -0.63654  -2.25
C -1.55993 1.82724 -0.84993  0.43
N -0.80454 1.30689 0.03376  1.02
O -0.69849 1.95304 1.23620  -0.74
B 0.58930 2.72173 1.33351  0.78
F 0.69327 3.58216 0.23973  -0.43
F 0.58720 3.33477 2.55341  -0.31
O 1.77148 1.78074 1.32254  -0.70
N 1.89249 1.12877 0.11824  1.01
C 2.80851 1.52559 -0.67955  0.48
C 3.73847 2.64773 -0.38001  -2.06
C 2.90016 0.82306 -1.99036  0.34
N 1.95478 -0.00636 -2.19534  0.92
O 1.90458 -0.63044 -3.37820  -0.60
B 0.57132 -1.28849 -3.57111  0.68
F 0.56369 -1.88188 -4.79139  -0.35
F 0.34117 -2.17322 -2.49632  -0.11
O -0.52635 -0.27400 -3.52818  -0.62
N -0.66650 0.26410 -2.30914  0.91
C -1.54739 1.17391 -2.18043  0.31
C -2.44188 1.62974 -3.28256  -1.91
C 3.98147 1.13841 -2.96945  -1.92
H -2.28468 3.38752 0.39582  0.41
H -3.39877 2.88885 -0.90550  0.53
H -1.97369 3.85674 -1.28338  0.34
H 3.50769 3.09058 0.58175  0.40
H 3.65649 3.40548 -1.16027  0.35
H 4.76712 2.28153 -0.38553  0.43
H -2.45620 0.88555 -4.07286  0.49
H -2.08278 2.57206 -3.70276  0.30
H -3.45410 1.78961 -2.91398  0.43
H 4.96178 1.04863 -2.49995  0.38
H 3.88227 2.16142 -3.33730  0.32
H 3.92189 0.45585 -3.81120  0.46
N -2.65700 -0.64726 2.71359  -0.56
C -2.38784 -0.71440 4.15429  -0.77
C -1.44645 -1.85881 4.50150  -0.65
C 0.03824 -1.66353 4.18112  -0.97
C 0.45706 -1.76292 2.71728  -0.49
N 0.10969 -0.56552 1.91544  0.81
H -3.27622 0.12274 2.49112  0.20
H -3.11933 -1.49336 2.39988  0.13
H -3.30647 -0.82447 4.74067  0.45
H -1.93190 0.23498 4.44960  0.34
H -1.80453 -2.77417 4.01548  0.29
H -1.52999 -2.03417 5.57675  0.38
H 0.59161 -2.43979 4.71650  0.40
H 0.38202 -0.70801 4.59489  0.31
H -0.00644 -2.62793 2.24354  0.35
H 1.53544 -1.90742 2.66341  0.31
H 0.58180 0.25424 2.29172  0.24
H -0.90733 -0.40683 2.02838  0.05
Cl -4.43825 -1.23593 -0.39821  -0.20
C -3.44024 -2.71584 -0.46001  -0.80
C -1.99940 -2.49534 -0.01684  0.45
O -1.42861 -3.37715 0.59682  -0.62
O -1.50517 -1.36618 -0.40391  -0.53
H -3.43283 -3.06166 -1.49206  0.40
H -3.90399 -3.46384 0.17345  0.45
Br 5.11550 -5.42053 0.73099  -0.20
C 3.80410 -4.09120 0.40822  -0.07
C 2.57155 -4.45824 -0.10230  -0.75
C 1.61380 -3.48185 -0.34018  -0.64
C 1.88292 -2.14455 -0.07054  0.95
C 3.12674 -1.80240 0.45118  -0.46
C 4.09492 -2.76900 0.69147  -0.95
H 2.35710 -5.49660 -0.31439  0.46
H 0.65303 -3.78162 -0.72812  0.32
H 3.36379 -0.77530 0.70154  0.45
H 5.05899 -2.49626 1.09862  0.46

Calculated values
- LUMO (eV) = -0.656
- molecular weight (g/mol) = 782.2

***

(x)
Density functional theory data (wB97M-V/def2-TZVPD) for a molecular structure, C20H30B2BrClF4N6O6Sn.

Last column: Mulliken charge in e.
CARTESIAN COORDINATES (ANGSTROEM)
Sn -0.50107 0.47949 0.62951  1.92
C -1.03777 -4.48890 -0.14399  -1.79
C -0.55808 -3.07625 -0.01030  0.08
N -1.29161 -2.04249 -0.18679  0.66
O -2.57502 -2.21466 -0.58032  -0.55
B -3.15914 -0.97231 -1.14191  0.40
F -4.45920 -1.19683 -1.43194  -0.35
F -3.01400 0.07493 -0.20938  -0.25
O -2.45912 -0.60361 -2.41076  -0.50
N -1.13469 -0.43342 -2.25476  0.59
C -0.39445 -0.55991 -3.29641  -0.35
C -0.86549 -0.82396 -4.69511  -1.81
C 1.03055 -0.67763 -2.97405  1.11
N 1.77538 0.23725 -2.42242  0.74
O 2.96365 -0.15936 -1.91317  -0.55
B 3.04559 -0.11567 -0.37910  0.75
F 4.33731 0.11073 -0.05139  -0.29
F 2.24485 0.96020 0.04297  -0.25
O 2.60408 -1.36241 0.21760  -0.76
N 1.27133 -1.64335 -0.00794  0.92
C 0.84114 -2.80529 0.31582  0.21
C 1.67345 -3.88088 0.93246  -1.96
C 1.60648 -2.03698 -3.18623  -1.71
H -2.02172 -4.46801 -0.60411  0.47
H -0.36221 -5.08751 -0.75116  0.38
H -1.12559 -4.95422 0.83655  0.33
H -1.93663 -0.64596 -4.74092  0.42
H -0.34627 -0.17093 -5.39462  0.40
H -0.67215 -1.85356 -4.98993  0.33
H 2.63289 -3.46243 1.22344  0.43
H 1.17041 -4.29214 1.80388  0.39
H 1.84781 -4.69428 0.23175  0.35
H 2.10121 -2.08141 -4.15802  0.36
H 2.36256 -2.23865 -2.43339  0.39
H 0.83025 -2.79665 -3.15478  0.44
N -1.64219 -0.70581 2.78175  -0.36
C -1.00435 -1.09189 4.04068  -0.67
C -0.84191 0.10265 4.98363  -0.95
C -0.23715 1.35268 4.34575  0.17
C 1.22509 1.24937 3.91802  -0.83
N 1.37223 0.53093 2.65088  -0.21
H -2.36788 -0.01594 2.96845  0.21
H -2.11319 -1.50386 2.36618  0.19
H -0.02573 -1.52102 3.80917  0.22
H -1.58998 -1.86538 4.56262  0.47
H -0.23856 -0.21282 5.83862  0.36
H -1.82853 0.37845 5.36392  0.37
H -0.31816 2.16701 5.06793  0.41
H -0.81264 1.62018 3.45772  -0.22
H 1.83220 0.79103 4.71016  0.32
H 1.58896 2.26567 3.75531  0.40
H 1.51373 -0.46003 2.81468  0.09
H 2.20777 0.85147 2.17632  0.16
Cl -3.12029 4.42837 -1.18793  -0.21
C -3.29033 3.67098 0.38263  -0.53
C -2.07273 2.82834 0.74309  0.53
O -1.05235 2.86193 0.02854  -0.62
O -2.18542 2.10742 1.75019  -0.76
H -4.16009 3.01357 0.35717  0.33
H -3.43721 4.45733 1.12309  0.33
Br 1.27261 6.27401 -2.02652  -0.19
C 1.40571 4.40604 -2.25188  -0.20
C 2.65108 3.79771 -2.20481  -0.71
C 2.73083 2.42427 -2.27942  -0.40
C 1.57590 1.64566 -2.40575  0.06
C 0.34023 2.27900 -2.52007  0.23
C 0.25684 3.65726 -2.44069  -0.61
H 3.54324 4.39222 -2.08258  0.45
H 3.69005 1.93555 -2.21057  0.50
H -0.58079 1.73276 -2.61746  0.33
H -0.71170 4.13194 -2.47989  0.38

Calculated values
- LUMO (eV) = -0.715
- molecular weight (g/mol) = 782.2

***

Winner for stability: (w)